The following is a DFT calculation (ωB97M-V/def2-TZVPD) of C24H23CsN8OS3 as an isolated structure.

Summary:
HOMO-LUMO gap = 0.183 Eh
2S+1 = 1
E_HOMO = -5.6 eV
E_LUMO = -0.669 eV
Electronic energy = -72283.07276 eV
Charge = 0

Last column: Löwdin charge in e.
CARTESIAN COORDINATES (ANGSTROEM)
Cs 3.11091 1.03138 0.69763  0.99
S 0.60733 -1.20362 -0.95043  0.67
C -0.95632 -0.74637 -0.67608  -0.75
N -2.04065 -1.38180 -1.13923  -0.11
C -3.35951 -1.06179 -0.60613  -0.10
C -3.21758 -0.76864 0.86638  -0.10
N -2.29259 0.34733 1.02250  -0.11
C -2.63462 1.34316 2.03466  -0.12
C -3.88582 2.10684 1.67824  -0.22
C -3.98344 2.75655 0.44944  -0.03
C -5.13488 3.45226 0.11914  -0.07
C -6.19850 3.50940 1.01131  -0.09
C -6.10655 2.86599 2.23475  -0.08
C -4.95393 2.16381 2.56399  -0.05
C -1.25114 0.47994 0.19268  -0.75
S -0.31465 1.83084 0.04530  0.64
C -1.96390 -2.51048 -2.06248  -0.12
C -2.30195 -3.81807 -1.38814  -0.22
C -3.29717 -4.63960 -1.90094  -0.05
C -3.60959 -5.84202 -1.27900  -0.08
C -2.93117 -6.22519 -0.13374  -0.09
C -1.93659 -5.40609 0.38649  -0.07
C -1.62126 -4.20962 -0.23657  -0.04
H -4.00051 -1.92835 -0.76326  0.13
H -3.79073 -0.20144 -1.12746  0.14
H -2.85264 -1.65216 1.39997  0.14
H -4.17450 -0.46788 1.29160  0.13
H -1.78019 2.00916 2.13549  0.09
H -2.77740 0.81244 2.97935  0.13
H -3.14641 2.72494 -0.23819  0.09
H -5.20090 3.95907 -0.83493  0.11
H -7.09581 4.05561 0.75168  0.10
H -6.93184 2.90506 2.93363  0.10
H -4.88521 1.65723 3.52013  0.11
H -0.95619 -2.52691 -2.47227  0.09
H -2.66788 -2.31714 -2.87572  0.13
H -3.83270 -4.33904 -2.79453  0.11
H -4.38623 -6.47466 -1.68864  0.10
H -3.17416 -7.16029 0.35358  0.10
H -1.39930 -5.70529 1.27708  0.11
H -0.83317 -3.57940 0.15858  0.10
N 6.86489 -0.72155 -2.31683  0.00
C 5.80788 -1.34498 -1.78707  -0.17
N 5.40289 -0.70921 -0.71264  0.08
C 6.29299 0.32506 -0.61026  -0.51
N 7.20204 0.35565 -1.56739  0.12
C 6.53134 2.58993 0.21138  -0.37
C 7.82984 2.96485 -0.16575  -0.07
N 8.17664 4.22795 -0.32248  0.08
C 7.22904 5.13973 -0.09174  -0.14
C 5.94979 4.77679 0.27767  -0.12
N 5.59099 3.50006 0.41935  0.12
H 7.40150 -0.95538 -3.13243  0.15
H 5.36709 -2.23445 -2.20650  0.12
H 8.58064 2.20519 -0.33856  0.11
H 7.50534 6.18079 -0.20422  0.10
H 5.18789 5.52456 0.46314  0.10
O 4.80769 0.47581 2.63411  -1.02
S 6.24920 0.61398 2.09487  0.71
N 6.18167 1.24003 0.41949  -0.37